(1)
The following is a quantum chemistry calculation of a molecular structure, C15H11N3Se2Te2Zn, from the Open Molecules 2025 dataset.

```
34
Properties=species:S:1:pos:R:3:forces:R:3:nbo_charge:R:1
Zn 1.1779 -0.9106 -0.5375 0.081 -0.090 -0.029 1.4448
C -1.7567 -4.1503 1.0137 0.014 -0.013 0.026 -0.2375
C -2.7776 -3.7642 0.1674 -0.023 0.042 -0.029 -0.1490
C -2.7781 -2.4728 -0.3413 0.007 -0.050 0.023 -0.2229
C -1.7381 -1.6313 0.0114 -0.003 0.041 -0.036 0.1476
N -0.7292 -2.0103 0.8021 -0.006 0.000 -0.020 -0.4615
C -0.7473 -3.2400 1.2989 0.001 0.015 -0.008 0.0735
C -1.6708 -0.2111 -0.4277 0.069 0.008 0.030 0.2138
C -2.7849 0.5407 -0.7710 0.006 -0.001 -0.003 -0.2327
C -2.6224 1.8964 -1.0006 -0.035 0.007 -0.010 -0.1325
C -1.3855 2.4850 -0.7982 -0.008 0.000 0.041 -0.2339
C -0.3163 1.6778 -0.4381 -0.070 -0.076 -0.047 0.2192
N -0.4601 0.3501 -0.3528 -0.030 0.141 0.021 -0.5657
C 0.9949 2.2173 0.0062 -0.033 0.036 -0.004 0.1463
C 1.5285 3.3936 -0.4952 0.077 -0.013 -0.022 -0.2271
C 2.7375 3.8350 0.0234 -0.048 -0.011 -0.024 -0.1556
C 3.3484 3.0947 1.0180 0.023 -0.018 0.037 -0.2348
C 2.7374 1.9234 1.4470 0.011 0.022 -0.014 0.0699
N 1.5846 1.4923 0.9572 -0.032 0.011 0.040 -0.4277
H -1.7244 -5.1439 1.4379 0.010 -0.002 -0.004 0.2277
H -3.5656 -4.4556 -0.0999 0.001 -0.004 0.001 0.2227
H -3.5557 -2.1431 -1.0160 -0.001 -0.003 -0.001 0.2193
H 0.0910 -3.5109 1.9265 -0.002 -0.015 0.012 0.2204
H -3.7625 0.0843 -0.8205 0.006 -0.008 0.006 0.2292
H -3.4739 2.5052 -1.2744 -0.002 0.000 0.001 0.2268
H -1.2648 3.5566 -0.8648 0.028 0.001 0.004 0.2307
H 1.0337 3.9347 -1.2903 -0.009 -0.004 -0.001 0.2199
H 3.1963 4.7386 -0.3556 0.003 0.003 0.009 0.2222
H 4.2913 3.4027 1.4477 0.005 -0.004 -0.008 0.2258
H 3.1981 1.2935 2.1992 0.003 0.028 0.003 0.2101
Se 3.3411 -0.1502 -1.3415 0.021 0.073 -0.050 -0.7392
Te 4.2101 -1.6962 0.4084 -0.051 -0.036 0.092 -0.0027
Te 2.5923 -3.9479 -0.1172 0.102 -0.056 -0.014 0.0035
Se 1.0509 -2.9835 -1.8223 -0.117 -0.024 -0.022 -0.7504
```
Forces are in eV/Å.

- frontier orbital gap (eV) = 5.513
- energy above the lowest of the compared OMol25 structures with the same formula, charge and spin (kcal/mol) = 24.4
- charge = 0
- 2S+1 = 1

=====

(2)
The following is a quantum chemistry calculation of 2 unconnected molecules or ions with the total composition C19H18N3, from the Open Molecules 2025 dataset.

```
40
Properties=species:S:1:pos:R:3:forces:R:3:nbo_charge:R:1
C -1.2225 2.5786 0.6271 0.085 0.429 0.199 -0.7290
C -1.6899 1.2000 0.7848 0.212 -1.510 -2.755 0.3489
N -1.7566 0.3105 -0.2253 0.104 2.132 2.723 -0.2581
C -2.2716 -1.0065 -0.0508 -0.546 -1.876 -0.428 0.0929
C -2.7917 -1.6432 1.0728 0.374 0.947 -0.124 -0.2034
C -3.2452 -2.9402 0.9617 -0.016 -0.260 -0.293 -0.1853
C -3.1872 -3.6152 -0.2586 -0.082 -0.001 0.349 -0.1714
C -2.6784 -3.0007 -1.3803 0.301 0.742 -0.087 -0.1926
C -2.2176 -1.6864 -1.2800 -0.382 -0.389 0.980 0.0119
C -1.6575 -0.7839 -2.2498 0.374 0.752 -0.465 0.0375
C -1.3800 0.4337 -1.5974 0.232 -0.244 -1.414 0.0776
C -0.8292 1.4870 -2.3245 -0.171 0.195 0.977 -0.1830
C -0.5680 1.3220 -3.6681 -0.052 -0.365 -0.317 -0.1957
C -0.8467 0.1141 -4.3078 0.165 0.429 -0.035 -0.1566
C -1.3890 -0.9406 -3.6107 -0.230 -0.078 0.885 -0.2072
H -1.2623 3.1348 1.5675 -0.061 -0.286 -0.118 0.2622
H -0.1907 2.5942 0.2723 0.128 -0.138 -0.026 0.2975
H -1.8388 3.1084 -0.1016 -0.052 -0.010 -0.113 0.2685
H -2.0193 0.8628 1.7493 -0.147 -0.380 0.147 0.2260
H -2.8429 -1.1266 2.0130 -0.073 0.022 0.361 0.2201
H -3.6524 -3.4407 1.8265 -0.008 0.017 0.079 0.2374
H -3.5478 -4.6294 -0.3212 -0.043 -0.106 0.004 0.2350
H -2.6331 -3.5108 -2.3250 -0.012 -0.167 -0.205 0.2284
H -0.6082 2.4221 -1.8482 0.109 0.234 -0.035 0.2255
H -0.1436 2.1360 -4.2354 0.025 0.078 0.035 0.2376
H -0.6343 0.0084 -5.3595 0.026 -0.001 -0.121 0.2352
H -1.6088 -1.8755 -4.0930 -0.037 -0.205 -0.145 0.2317
N 1.8955 1.0568 1.2366 -0.568 0.163 -0.287 -0.5122
C 2.3933 1.8363 2.1844 -0.086 0.321 0.406 0.0500
C 3.5733 1.6100 2.8486 0.244 0.124 0.319 -0.3118
C 4.3347 0.4938 2.5261 1.077 -0.034 0.256 0.2256
N 5.5348 0.2136 3.1668 -0.205 0.071 -0.146 -0.7877
C 3.8255 -0.3257 1.5265 0.286 -0.264 0.047 -0.3117
C 2.6321 -0.0003 0.9299 0.003 -0.547 -0.208 0.0541
H 1.7991 2.6957 2.4556 -0.078 0.233 0.039 0.1825
H 3.9186 2.2772 3.6201 -0.058 0.230 0.112 0.2219
H 6.1898 -0.4394 2.7611 -0.396 0.004 -0.121 0.3943
H 6.0099 0.9296 3.6978 -0.405 0.038 -0.100 0.3946
H 4.3734 -1.2076 1.2408 -0.008 -0.194 -0.181 0.2214
H 2.2333 -0.6529 0.1678 -0.031 -0.105 -0.191 0.1875
```
Forces are in eV/Å.

- frontier orbital gap (eV) = 6.397
- energy above the lowest of the compared OMol25 structures with the same formula, charge and spin (kcal/mol) = 3.7
- charge = +1
- 2S+1 = 1

=====

(3)
The following is a quantum chemistry calculation of 3 unconnected molecules or ions with the total composition C20H25BF6O7, from the Open Molecules 2025 dataset.

```
59
Properties=species:S:1:pos:R:3:forces:R:3:nbo_charge:R:1
C 0.7699 -0.2494 -5.5649 0.873 -2.596 -0.116 -0.4039
C 1.2018 -1.5451 -5.1730 -0.867 2.601 0.558 -0.5637
B 1.2164 -1.8742 -3.5582 0.469 0.471 -1.039 0.9289
C -0.2233 -2.0723 -2.8303 -0.615 0.210 -1.480 -0.4713
O -0.2599 -3.2056 -1.8938 -1.355 2.085 1.975 -0.5587
C -1.1323 -2.7561 -0.8265 -2.871 0.315 0.127 0.8097
C -0.4557 -2.6099 0.6220 0.811 0.397 -1.384 -0.7390
O -2.3383 -2.4567 -1.0242 4.841 -1.226 0.524 -0.5635
C 2.6776 -1.9436 -2.8451 0.788 -1.333 -0.414 -0.4400
O 2.8050 -1.1655 -1.6208 -0.991 1.853 -0.940 -0.5268
C 2.2814 0.1502 -1.7659 -1.922 3.452 0.612 0.2782
C 1.1848 0.5715 -0.7172 0.697 1.925 -1.568 -0.2683
C 0.5176 1.9658 -0.6748 3.024 -1.483 -2.854 -0.2191
C 0.9333 2.9934 -1.7648 1.505 -3.030 0.201 -0.2394
C 2.0253 2.6179 -2.8303 -1.265 -2.266 2.732 -0.2218
C 2.7149 1.2005 -2.8161 -2.531 0.750 2.133 -0.2881
H 0.6002 0.6138 -4.8231 0.027 -1.664 -1.197 0.2207
H 0.6088 -0.0618 -6.6812 0.471 0.062 1.754 0.2057
H 1.5674 -2.3413 -5.9034 -0.880 1.285 0.716 0.2360
H -0.5305 -1.1108 -2.2892 0.496 -1.081 -0.890 0.2443
H -1.0023 -2.2532 -3.6681 1.041 0.315 1.492 0.2189
H -0.7370 -3.4766 1.3090 0.348 1.375 -1.107 0.2603
H -0.7542 -1.5816 1.0377 0.046 -1.785 -0.478 0.2434
H 0.6843 -2.5479 0.4417 -1.785 -0.448 0.486 0.2383
H 2.8350 -3.0527 -2.5359 -0.201 1.664 -0.324 0.2329
H 3.5603 -1.7177 -3.5623 -1.458 -0.146 1.102 0.1957
H 0.8777 -0.1879 0.0912 0.690 1.246 -1.526 0.2255
H -0.2481 2.1724 0.1588 1.380 -0.193 -1.673 0.2418
H 0.4319 4.0204 -1.7211 0.971 -1.639 -0.316 0.2472
H 2.3208 3.3918 -3.6314 -0.489 -1.484 1.504 0.2329
H 3.5079 0.9522 -3.5969 -1.293 0.382 1.249 0.2386
C -3.4757 7.6135 -1.7414 -0.082 -0.348 0.000 -0.6391
C -2.4683 8.1630 -0.7505 -0.194 0.446 -0.657 -0.0790
O -2.3821 7.3210 0.4101 0.615 -0.925 0.494 -0.4763
C -1.6300 6.2086 0.2762 -0.253 1.320 -1.396 0.6929
O -1.0540 5.8971 -0.7344 -0.199 -0.245 0.976 -0.5404
C -1.5859 5.4334 1.5907 -0.062 -1.105 1.736 0.8997
F -2.8052 5.3029 2.1546 0.330 0.261 -0.558 -0.3061
F -0.8045 6.0433 2.5067 -0.183 0.107 -0.657 -0.3059
F -1.1006 4.1863 1.4425 -0.141 0.690 -0.428 -0.3065
H -4.4468 7.4695 -1.2605 0.067 0.156 -0.023 0.2169
H -3.5975 8.2957 -2.5856 0.036 -0.018 0.106 0.2235
H -3.1639 6.6400 -2.1264 0.071 0.144 -0.024 0.2244
H -2.7963 9.1449 -0.4021 0.056 -0.251 0.285 0.1992
H -1.4833 8.2955 -1.2064 -0.052 -0.241 0.140 0.1994
C -0.6230 -7.3533 5.7426 -0.248 0.251 0.056 -0.6391
C 0.7704 -6.9779 5.2776 -0.122 -0.722 0.318 -0.0787
O 0.7575 -5.7147 4.5942 0.156 1.154 0.092 -0.4805
C 0.7349 -4.6183 5.3824 0.052 -1.805 0.745 0.6872
O 0.7196 -4.6481 6.5852 0.019 0.594 -0.895 -0.5265
C 0.7708 -3.3504 4.5328 -0.030 1.789 -0.972 0.9004
F -0.0947 -3.3969 3.4955 0.222 -0.375 0.623 -0.3151
F 1.9924 -3.1358 3.9997 -0.291 -0.487 0.371 -0.3071
F 0.4621 -2.2444 5.2334 0.097 -0.859 0.064 -0.3004
H -1.3229 -7.3434 4.9029 0.127 -0.116 0.008 0.2160
H -0.6243 -8.3491 6.1915 0.050 0.077 -0.064 0.2230
H -1.0008 -6.6417 6.4802 0.128 -0.102 0.016 0.2246
H 1.1284 -7.7194 4.5599 0.000 0.355 -0.138 0.1984
H 1.4829 -6.9619 6.1068 -0.127 0.244 -0.073 0.1997
```
Forces are in eV/Å.

- frontier orbital gap (eV) = 8.595
- energy above the lowest of the compared OMol25 structures with the same formula, charge and spin (kcal/mol) = 0.0
- charge = 0
- 2S+1 = 1

=====

(4)
The following is a quantum chemistry calculation of 11 unconnected molecules or ions with the total composition H24NO10, from the Open Molecules 2025 dataset.

```
35
Properties=species:S:1:pos:R:3:forces:R:3:nbo_charge:R:1
N -0.6548 -0.1789 0.0427 0.072 0.543 -1.676 -0.8702
H -0.9310 -0.7291 0.8022 0.459 -1.364 1.913 0.4452
H 0.4047 -0.0271 -0.0285 -1.970 -0.975 -0.168 0.4792
H -1.0543 0.6977 0.2883 -0.510 1.527 -0.046 0.4429
H -1.2564 -0.6177 -0.7126 1.636 0.757 0.150 0.4674
O 3.5120 -0.2599 0.8130 0.872 1.752 0.597 -0.9280
H 3.6071 0.6465 0.4494 0.224 -1.149 0.271 0.4483
H 3.1069 -0.7756 0.1384 -0.704 -0.771 -0.916 0.4730
O -3.3487 -0.2012 1.7000 -1.409 7.918 -5.993 -0.9263
H -3.2037 -0.8218 2.2391 1.667 -8.326 6.405 0.4490
H -3.4075 0.5477 2.3091 -0.109 0.331 -0.525 0.4809
O 0.7570 -0.1976 -2.8266 4.294 4.214 4.706 -0.9018
H 0.1709 -0.2361 -3.4703 -4.348 -0.333 -4.934 0.4959
H 1.0996 0.7777 -2.7328 -1.014 -2.838 -0.456 0.5141
O -1.3824 2.8516 -1.5420 -3.705 3.520 -0.493 -0.9651
H -2.1066 3.7131 -1.8090 3.573 -4.042 1.047 0.5028
H -0.7626 2.7940 -2.2648 0.108 0.440 -0.507 0.4640
O -3.0859 -1.8957 -1.7649 -0.424 0.643 -1.558 -0.9769
H -3.6886 -1.3223 -1.2543 0.115 -0.410 -0.490 0.4892
H -3.3798 -1.8352 -2.7341 0.484 -0.069 2.251 0.4946
O 1.4823 2.1495 0.8139 -5.959 3.489 -0.236 -0.9547
H 2.2829 1.9042 0.5958 6.033 -2.218 -1.105 0.4493
H 1.0296 1.5986 1.4202 -0.156 -1.198 1.248 0.4958
O 2.3354 -1.6345 -1.6649 -4.492 -0.655 -0.066 -1.0454
H 1.5070 -1.0682 -2.1137 3.258 -1.587 0.976 0.4963
H 3.1405 -1.2082 -1.6761 2.597 1.463 -0.613 0.4723
O -0.4187 1.6629 2.6736 -0.987 -6.934 2.320 -0.9441
H -0.2312 2.4944 2.8916 1.071 5.804 1.201 0.4718
H -0.3050 1.1702 3.6119 -0.507 1.492 -3.458 0.4873
O 0.2974 -2.5956 -0.2873 -4.100 -0.866 0.625 -1.0154
H 1.1068 -2.5292 -0.7523 1.475 -0.264 -1.407 0.5100
H -0.4847 -2.9789 -0.8185 2.474 0.663 0.939 0.4923
O 1.1166 -0.4703 2.3144 -1.178 9.925 0.594 -0.9484
H 1.1609 -1.3062 2.2672 1.017 -9.931 -0.242 0.4655
H 1.5842 -0.1189 3.0818 0.144 -0.552 -0.354 0.4895
```
Forces are in eV/Å.

- frontier orbital gap (eV) = 10.829
- energy above the lowest of the compared OMol25 structures with the same formula, charge and spin (kcal/mol) = 128.6
- charge = +1
- 2S+1 = 1